(1)
DFT (the ωB97M-V functional and the def2-TZVPD basis) results for a single C5H9NO molecule.

```
16
Properties=species:S:1:pos:R:3:nbo_charge:R:1
C 0.31046 1.82888 1.09088 -0.418
N 0.11133 1.30141 -0.25506 -0.164
O -0.99953 1.86889 -0.90990 -0.568
C 0.10631 -0.08668 -0.27506 0.163
C 0.83225 -0.94053 0.45388 -0.298
C 0.05026 -2.13894 -0.01209 -0.393
C -0.62653 -1.16853 -1.04030 -0.414
H 1.17791 1.31853 1.51922 0.213
H -0.54040 1.63886 1.76318 0.187
H 0.53560 2.89431 1.05254 0.206
H -0.60129 2.23132 -1.71327 0.473
H 1.66504 -0.79121 1.12953 0.202
H 0.59821 -2.99968 -0.40577 0.192
H -0.67059 -2.47888 0.74097 0.198
H -1.72031 -1.15131 -1.08909 0.209
H -0.22873 -1.32646 -2.04966 0.212
```

Strongest force on any atom, eV Å⁻¹: 0.5
Multiplicity: 1
Orbital gap, eV: 8.829
SMILES: CN(O)C1=CCC1
E_HOMO, eV: -7.88

---

(2)
DFT (the ωB97M-V functional and the def2-TZVPD basis) results for a single C5H9NO molecule in a non-equilibrium geometry.

```
16
Properties=species:S:1:pos:R:3:nbo_charge:R:1
C 1.12099 -0.00873 -0.05122 0.264
C 1.39655 1.15869 -0.92334 -0.669
C 0.35012 0.08558 1.09840 -0.150
C -1.46136 -0.05754 0.84106 -0.002
C -2.08403 -0.45799 -0.27014 -0.533
O 1.31719 -1.25227 -0.57234 -0.687
N -0.34310 -0.98194 1.70366 -0.583
H 1.77748 -1.18847 -1.41501 0.485
H -0.20126 -1.82240 1.14284 0.360
H 0.47118 0.98477 1.69405 0.226
H -1.93278 0.60808 1.55020 0.209
H 0.62037 1.19882 -1.70568 0.215
H 2.38728 1.09598 -1.38054 0.208
H 1.35178 2.08891 -0.36161 0.234
H -1.62391 -1.14357 -0.96856 0.201
H -3.14651 -0.30793 -0.38177 0.222
```

Strongest force on any atom, eV Å⁻¹: 3.6
Multiplicity: 1
Orbital gap, eV: 7.562
E_HOMO, eV: -6.81

---

(3)
DFT (the ωB97M-V functional and the def2-TZVPD basis) results for a single C5H9NO molecule in a non-equilibrium geometry.

```
16
Properties=species:S:1:pos:R:3:nbo_charge:R:1
O 0.01420 0.17749 -2.73067 -0.522
C -0.60640 0.06579 -1.67929 0.442
C 0.06517 -0.41327 -0.39476 -0.185
C 0.94482 0.62522 0.19404 -0.403
C 0.94374 0.35639 1.70941 -0.426
C -0.38123 -0.28858 1.92692 -0.231
N -1.00050 -0.50864 0.54258 -0.618
H -1.60878 0.54333 -1.53303 0.128
H 0.63450 -1.29018 -0.60711 0.191
H 0.37380 1.47514 -0.02574 0.207
H 1.90786 0.75681 -0.31341 0.235
H 0.85151 1.39938 2.34558 0.213
H 1.67819 -0.33571 2.16116 0.224
H -0.45385 -1.34430 2.37292 0.188
H -0.94534 0.45809 2.53816 0.195
H -1.34462 -1.59530 0.57085 0.361
```

Strongest force on any atom, eV Å⁻¹: 5.0
Multiplicity: 1
Orbital gap, eV: 10.138
SMILES: O=C[C@H]1CCCN1
E_HOMO, eV: -9.33

---

(4)
DFT (the ωB97M-V functional and the def2-TZVPD basis) results for a single C5H9NO molecule in a non-equilibrium geometry.

```
16
Properties=species:S:1:pos:R:3:nbo_charge:R:1
C -1.59828 1.23529 1.47050 -0.706
C -1.22772 -0.13834 0.92997 0.538
O -1.79471 -1.13558 1.33874 -0.565
C -0.42386 -0.48659 -0.36749 -0.181
C 0.79192 -0.88334 0.33130 -0.156
N 0.92559 0.10450 -0.68075 -0.446
C 1.77976 -0.04524 -1.89232 -0.408
H -2.35501 1.04896 2.23740 0.240
H -0.81873 1.88022 1.88977 0.241
H -2.06916 1.76204 0.63320 0.236
H -1.02590 -1.01343 -1.10031 0.222
H 1.38759 -1.79587 0.41694 0.223
H 0.36637 -0.34217 1.46322 0.162
H 2.49597 0.79434 -1.94032 0.208
H 1.18951 -0.01304 -2.81471 0.205
H 2.37666 -0.97175 -1.91516 0.187
```

Strongest force on any atom, eV Å⁻¹: 4.3
Multiplicity: 1
Orbital gap, eV: 9.433
SMILES: CC(=O)[C@@H]1CN1C
E_HOMO, eV: -8.54

---

(5)
DFT (the ωB97M-V functional and the def2-TZVPD basis) results for a single C5H9NO molecule in a non-equilibrium geometry.

```
16
Properties=species:S:1:pos:R:3:nbo_charge:R:1
C -2.01451 -0.19821 0.31192 -0.590
C -0.87072 -0.11887 -0.70461 -0.322
C 0.03635 -1.25179 -0.54910 0.232
N 0.70749 -2.19121 -0.54699 -0.256
C 0.11002 1.04968 -0.52537 -0.406
C 1.26519 0.47609 0.45335 -0.072
O 2.25989 -0.90687 0.26553 -0.805
H -2.75879 0.57959 0.11573 0.213
H -1.64374 -0.07346 1.33469 0.210
H -2.50984 -1.17290 0.25018 0.229
H -1.28246 -0.20459 -1.71802 0.243
H 0.49588 1.38403 -1.49342 0.224
H -0.39531 1.95603 -0.09813 0.226
H 0.76199 0.34354 1.41697 0.187
H 2.07093 1.16786 0.46943 0.203
H 3.16234 -1.05262 0.66228 0.485
```

Strongest force on any atom, eV Å⁻¹: 2.9
Multiplicity: 1
Orbital gap, eV: 10.180
SMILES: C[C@H](C#N)CCO
E_HOMO, eV: -9.40

---

(6)
DFT (the ωB97M-V functional and the def2-TZVPD basis) results for a single C5H9NO molecule.

```
16
Properties=species:S:1:pos:R:3:nbo_charge:R:1
C -1.52896 -0.83956 0.23421 -0.643
C -1.03460 0.56510 0.63760 -0.057
N -0.08296 0.66557 1.73735 -0.576
C 0.32832 1.18119 0.43284 -0.119
C 1.26174 0.68462 -0.63803 0.037
C 1.51292 -0.71514 -0.96260 -0.115
O 0.63041 0.05635 -1.75608 -0.491
H -1.14899 -1.22629 -0.71282 0.233
H -2.62300 -0.83841 0.15835 0.224
H -1.29258 -1.57043 1.02099 0.204
H -1.84354 1.29140 0.65888 0.192
H 0.27797 -0.24674 1.99799 0.348
H 0.45657 2.26141 0.53963 0.203
H 2.00721 1.41896 -0.95085 0.193
H 2.43054 -1.01428 -1.46721 0.189
H 1.04579 -1.47233 -0.33458 0.177
```

Strongest force on any atom, eV Å⁻¹: 0.6
Multiplicity: 1
Orbital gap, eV: 10.302
SMILES: C[C@H]1N[C@H]1[C@H]1CO1
E_HOMO, eV: -9.22

---

For each record above, in turn, the calculated E_LUMO values are 1.0 0.7 0.8 0.9 0.8 1.1 eV.